#one
{"formula": "C4H6N3", "method": "ωB97M-V/def2-TZVPD", "homo_ev": -14.0, "lumo_energy_ev": -4.818, "total_charge": 1, "homo_lumo_gap_ev": 9.20, "species": ["C", "C", "C", "C", "N", "N", "N", "H", "H", "H", "H", "H", "H"], "positions_angstrom": [[1.021, 1.440, -0.971], [-0.022, 0.641, -0.570], [-1.077, -0.759, 1.224], [-0.242, -1.584, 0.338], [0.587, 2.111, -1.987], [0.067, 2.460, -2.894], [0.218, -0.234, 0.640], [2.047, 1.521, -0.623], [-1.992, -0.292, 0.946], [-1.041, -0.989, 2.283], [0.077, -2.399, 0.827], [-0.431, -1.725, -0.716], [0.789, -0.192, 1.501]]}

---

#two
{"formula": "C4H6N3", "method": "ωB97M-V/def2-TZVPD", "smiles": "C[NH+]=C1N=CC=N1", "homo_ev": -15.9, "lumo_energy_ev": -6.886, "total_charge": 1, "homo_lumo_gap_ev": 9.05, "species": ["C", "N", "C", "N", "C", "C", "N", "H", "H", "H", "H", "H", "H"], "positions_angstrom": [[1.515, 1.112, -1.147], [1.184, -0.092, -0.453], [0.125, -0.283, 0.173], [-1.041, 0.574, 0.194], [-1.929, -0.074, 0.788], [-1.406, -1.442, 1.135], [-0.105, -1.453, 0.842], [2.590, 1.419, -1.421], [0.818, 1.159, -1.995], [1.254, 1.834, -0.332], [1.899, -0.736, -0.192], [-2.927, 0.301, 1.008], [-1.978, -2.321, 1.402]]}

---

In order of decreasing stability: #two, #one.

---

#one
{"formula": "C8H13N", "method": "ωB97M-V/def2-TZVPD", "homo_ev": [-7.6, -7.6], "lumo_energy_ev": [-0.328, -0.069], "total_charge": 0, "homo_lumo_gap_ev": [7.25, 7.58], "species": ["C", "C", "C", "C", "C", "C", "C", "C", "N", "H", "H", "H", "H", "H", "H", "H", "H", "H", "H", "H", "H", "H"], "positions_angstrom": [[-0.262, -2.055, 0.625], [-0.911, 1.740, -0.350], [1.831, 0.678, -1.056], [-0.944, 0.228, -0.517], [-0.495, -0.602, 0.941], [0.896, -1.170, 0.419], [0.829, -0.421, -0.835], [-0.646, 0.128, 2.093], [-1.892, -0.203, -1.291], [-1.885, -1.220, -1.381], [-0.263, -2.685, 1.504], [-0.778, -2.479, -0.234], [1.746, -1.162, 1.088], [0.618, -1.005, -1.726], [-1.849, 2.077, 0.092], [-0.094, 2.085, 0.281], [-0.829, 2.198, -1.336], [-1.550, 0.704, 2.249], [0.171, 0.299, 2.783], [1.519, 1.349, -1.856], [1.990, 1.267, -0.150], [2.798, 0.248, -1.342]]}

---

#two
{"formula": "C8H13N", "method": "ωB97M-V/def2-TZVPD", "homo_ev": -7.9, "lumo_energy_ev": 1.155, "total_charge": 0, "homo_lumo_gap_ev": 9.03, "species": ["C", "C", "C", "C", "C", "C", "C", "C", "H", "H", "H", "H", "H", "H", "H", "H", "H", "H", "H", "H", "H", "N"], "positions_angstrom": [[-1.956, -0.688, -0.631], [-0.964, 0.841, 0.601], [0.336, 1.580, 0.053], [1.485, 0.552, 0.335], [2.624, -0.002, -0.434], [1.264, -0.647, -0.413], [0.377, -1.582, 0.411], [-1.003, -0.773, 0.567], [-1.556, -1.005, -1.600], [-2.966, -1.132, -0.499], [-2.678, 1.341, -0.595], [-1.350, 1.354, 1.445], [0.478, 2.422, 0.746], [0.239, 1.907, -1.013], [1.682, 0.382, 1.387], [2.945, 0.512, -1.337], [3.498, -0.510, 0.146], [0.796, -0.300, -1.428], [0.140, -2.471, -0.218], [0.703, -1.745, 1.384], [-1.612, -1.317, 1.445], [-1.900, 0.695, -0.400]]}

---

In order of decreasing stability: #two, #one.

---

#one
{"formula": "C6H29NO8", "method": "ωB97M-V/def2-TZVPD", "smiles": "CCC/C=C/NC.O.O.O.O.O.O.O.O", "homo_ev": -8.1, "lumo_energy_ev": 0.331, "total_charge": 0, "homo_lumo_gap_ev": 8.42, "species": ["C", "C", "C", "C", "C", "N", "C", "H", "H", "H", "H", "H", "H", "H", "H", "H", "H", "H", "H", "H", "O", "H", "H", "O", "H", "H", "O", "H", "H", "O", "H", "H", "O", "H", "H", "O", "H", "H", "O", "H", "H", "O", "H", "H"], "positions_angstrom": [[0.652, 3.271, 1.650], [-0.263, 3.257, 0.387], [-1.633, 2.506, 0.500], [-1.432, 1.088, 0.050], [-1.416, 0.563, -1.172], [-0.643, -0.613, -1.431], [-0.976, -1.235, -2.696], [0.225, 2.862, 2.567], [1.580, 2.735, 1.473], [0.786, 4.329, 1.849], [0.304, 2.777, -0.401], [-0.477, 4.294, 0.131], [-2.273, 3.040, -0.207], [-1.912, 2.588, 1.547], [-1.056, 0.488, 0.850], [-2.003, 0.765, -2.047], [-0.645, -1.287, -0.676], [-0.712, -0.535, -3.480], [-1.992, -1.621, -2.817], [-0.294, -2.072, -2.880], [0.933, 0.936, -4.405], [1.452, 1.698, -4.132], [1.499, 0.204, -4.108], [2.204, -1.852, 2.142], [1.850, -1.035, 2.556], [3.159, -1.774, 2.191], [-3.320, -1.219, 1.074], [-4.252, -1.456, 1.117], [-3.347, -0.307, 0.743], [2.903, -0.126, -2.780], [3.545, 0.359, -2.261], [2.329, -0.605, -2.150], [0.178, -3.044, 0.355], [0.749, -3.594, 0.899], [-0.046, -3.540, -0.438], [-0.976, -1.564, 2.441], [-1.890, -1.348, 2.168], [-0.567, -1.536, 1.572], [0.739, 0.215, 3.272], [-0.071, -0.349, 3.264], [1.020, 0.398, 4.172], [1.925, -0.582, -0.319], [1.217, 0.029, -0.575], [1.502, -1.325, 0.133]]}

---

#two
{"formula": "C6H29NO8", "method": "ωB97M-V/def2-TZVPD", "smiles": "CCC[C@@H](CO)NC.O.O.O.O.O.O.O", "homo_ev": -8.9, "lumo_energy_ev": 0.314, "total_charge": 0, "homo_lumo_gap_ev": 9.19, "species": ["C", "C", "C", "C", "C", "O", "N", "C", "H", "H", "H", "H", "H", "H", "H", "H", "H", "H", "H", "H", "H", "H", "H", "O", "H", "H", "O", "H", "H", "O", "H", "H", "O", "H", "H", "O", "H", "H", "O", "H", "H", "O", "H", "H"], "positions_angstrom": [[0.518, 1.209, -3.164], [0.282, 0.123, -2.104], [1.134, 0.364, -0.841], [0.410, -0.057, 0.422], [1.339, -0.508, 1.565], [1.790, -1.860, 1.332], [-0.652, 0.900, 0.708], [-1.502, 0.561, 1.823], [-0.010, 2.121, -2.841], [1.600, 1.343, -3.215], [0.208, 0.837, -4.131], [-0.772, 0.147, -1.813], [0.640, -0.837, -2.495], [1.958, -0.364, -0.903], [1.572, 1.367, -0.841], [-0.055, -1.045, 0.268], [2.240, 0.110, 1.706], [0.934, -0.549, 2.585], [1.387, -2.343, 0.597], [-0.201, 1.804, 0.681], [-1.874, -0.453, 1.712], [-2.304, 1.269, 2.012], [-0.965, 0.610, 2.794], [0.411, 3.516, 1.833], [0.007, 3.919, 1.045], [1.255, 3.863, 2.056], [-1.826, -2.735, -1.386], [-2.337, -1.915, -1.448], [-1.904, -3.189, -0.515], [-1.518, 3.794, -1.485], [-2.411, 4.033, -1.778], [-1.707, 2.982, -1.019], [-1.774, -3.775, 1.245], [-0.911, -4.203, 1.116], [-1.528, -3.226, 2.013], [0.432, -3.777, -0.317], [-0.163, -3.381, -0.992], [0.928, -4.462, -0.792], [1.488, 4.361, -1.430], [1.427, 4.013, -2.336], [0.850, 3.839, -0.938], [0.151, -3.041, 2.952], [0.554, -2.858, 3.805], [0.899, -2.506, 2.514]]}

---

In order of decreasing stability: #two, #one.